No. 1
9
Properties=species:S:1:pos:R:3:forces:R:3 method="wB97M-V/def2-TZVPD" e_homo_ha="-0.1625 / -0.3970" multiplicity=3
C -0.068 -0.010 0.399 -0.49 -3.31 3.47
O 0.250 1.017 1.263 0.43 0.87 0.31
O -1.354 0.108 -0.192 0.13 0.72 1.21
P 1.204 -0.531 -0.838 -0.99 3.40 -0.85
H -0.240 -1.008 1.114 0.79 2.31 -1.21
H 0.812 1.789 0.968 -0.73 -1.52 -0.55
H -1.891 0.197 0.657 0.53 -0.12 -1.88
H 0.720 0.104 -2.107 1.23 -0.17 -0.37
H 0.567 -1.665 -1.265 -0.91 -2.17 -0.13

No. 2
12
Properties=species:S:1:pos:R:3:forces:R:3 method="wB97M-V/def2-TZVPD" e_homo_ha="-0.2952 / -0.2950"
C -1.564 -0.326 2.198 -0.73 -0.14 0.68
C 0.016 1.587 1.794 -0.25 -1.06 -0.51
C 0.313 1.319 0.476 0.10 0.05 -0.81
C -0.798 0.733 2.478 0.59 0.47 1.32
C -0.193 -0.991 0.088 1.90 -2.50 2.69
N -2.368 -1.167 2.265 -0.59 -0.78 -0.38
N -1.189 -1.666 -0.401 -0.79 5.01 -2.51
O 0.065 0.237 -0.291 -0.93 2.91 -0.55
H 0.399 2.478 2.315 -0.08 -0.28 -0.81
H 0.729 2.129 -0.095 0.57 -0.19 -0.59
H -1.435 -2.442 0.120 -0.65 -1.90 0.96
H -1.962 -1.062 -0.831 0.86 -1.58 0.50

No. 3
42
Properties=species:S:1:pos:R:3:forces:R:3 method="wB97M-V/def2-TZVPD" e_homo_ha=-0.3012 smiles="CC(C)c1cc(Oc2c(I)cc(OCP(=O)(O)O)cc2I)ccc1O"
O 6.080 0.865 -2.787 -3.18 -1.98 0.62
I -0.986 -3.215 -2.499 0.69 1.07 0.97
I 0.478 0.939 2.301 -0.03 -1.48 -1.72
O -1.644 -1.168 -0.047 1.92 0.48 0.24
O -3.821 3.592 1.844 -0.39 0.53 -1.33
O 3.944 -1.966 -0.990 0.04 -0.07 0.78
O 3.813 1.363 -1.817 -1.52 -1.82 1.23
O 4.039 -0.500 -3.612 -0.95 -0.10 0.36
C -2.085 1.230 -0.283 0.86 -0.23 -1.75
C 1.676 -2.256 -1.375 -1.38 -1.18 -1.37
C 2.129 -0.805 0.349 2.81 0.41 0.88
C -2.650 2.430 0.084 -1.72 -0.16 2.00
C -3.406 -0.021 1.204 1.81 -1.57 -0.38
C 0.315 -1.991 -1.227 -0.60 -0.50 0.88
C 0.773 -0.525 0.557 0.97 1.41 2.29
C 2.644 -1.693 -0.610 -0.93 1.96 0.54
C -2.356 -0.016 0.289 -0.25 1.54 0.37
C -0.198 -1.148 -0.154 -2.38 -1.63 -2.75
C -3.599 2.372 1.193 2.95 1.32 -1.63
C -3.995 1.117 1.680 -0.71 2.47 0.57
C -6.474 1.576 2.114 0.09 -0.92 1.14
C -4.868 1.379 4.166 0.42 0.18 -1.10
C -5.104 1.010 2.684 -2.39 -2.46 0.36
C 4.914 -0.919 -1.037 0.30 -2.32 -2.06
P 4.722 0.224 -2.397 5.29 2.38 -0.56
H -3.518 4.373 1.258 -0.70 -2.19 1.29
H 3.950 2.104 -2.358 0.18 2.17 -1.13
H 4.784 -0.582 -4.199 0.50 -0.31 -1.20
H -1.425 1.252 -1.149 0.29 -0.07 0.22
H 2.041 -2.952 -2.117 -0.36 -0.03 -0.31
H 2.921 -0.344 0.995 -1.18 -0.08 -0.47
H -2.376 3.422 -0.368 -0.21 -1.27 0.43
H -3.618 -0.955 1.693 -0.37 -0.31 0.05
H -7.138 2.036 2.906 0.69 -0.84 -0.85
H -6.379 2.281 1.331 0.49 1.06 -0.65
H -6.917 0.704 1.612 -0.51 0.41 0.41
H -4.307 2.298 4.146 0.04 0.63 0.52
H -4.236 0.627 4.609 0.24 -0.26 0.33
H -5.790 1.473 4.755 0.24 0.00 -0.37
H -5.309 -0.135 2.686 0.30 1.75 0.23
H 4.894 -0.313 -0.231 -0.13 1.89 3.14
H 5.955 -1.345 -1.076 -1.23 0.13 -0.21

No. 4
15
Properties=species:S:1:pos:R:3:forces:R:3 method="wB97M-V/def2-TZVPD" e_homo_ha="-0.3184 / -0.3038"
C 0.546 0.178 -2.597 -1.33 1.49 -0.44
C -0.722 0.736 -0.592 0.60 -1.02 3.91
C 1.193 -0.824 -2.106 0.44 -0.99 0.62
C -0.440 0.388 1.830 -0.74 -0.31 -1.37
C 1.467 -1.969 -1.301 2.37 -2.53 -0.47
N -0.435 0.742 -1.880 -0.21 0.63 -0.82
N 0.011 0.351 0.430 -0.63 -0.24 -2.00
F 0.471 -2.300 -0.472 -0.69 -0.24 0.02
F 2.567 -1.717 -0.506 -0.02 -0.05 0.05
H 0.570 0.623 -3.564 0.68 -0.22 -0.95
H -1.720 1.095 -0.377 -0.48 0.29 -0.08
H 0.119 1.259 2.199 0.33 -1.07 1.09
H -1.487 0.654 1.997 -0.38 0.28 -0.53
H -0.432 -0.683 2.230 1.08 1.73 0.02
H 1.804 -2.958 -1.911 -1.01 2.27 0.94

No. 5
74
Properties=species:S:1:pos:R:3:forces:R:3 method="wB97M-V/def2-TZVPD" e_homo_ha="-0.2181 / -0.2140" multiplicity=2 total_charge=-1
Cu -1.024 0.855 -0.031 0.03 -0.30 0.22
C 0.329 -4.447 -1.446 0.00 0.00 -0.02
C 1.170 -3.359 -0.792 0.02 0.00 -0.03
C 2.656 -3.691 -0.908 0.02 -0.02 0.02
C 0.759 -3.194 0.672 -0.03 -0.02 0.00
O 0.887 -2.162 -1.513 -0.05 -0.03 0.11
Ge 1.387 -0.502 -1.021 0.40 -0.04 -0.18
O 0.448 1.965 0.197 0.21 -0.06 -0.34
C 1.282 2.354 1.253 -0.02 0.06 0.16
C 0.692 3.540 2.023 -0.03 -0.02 -0.01
C 2.609 2.799 0.626 0.00 -0.02 -0.04
C 1.554 1.201 2.230 0.01 -0.01 0.00
O 0.042 0.244 -1.951 -0.37 0.25 0.16
C -0.196 0.942 -3.181 -0.06 0.03 -0.07
C -0.195 2.462 -2.939 0.07 -0.01 0.02
C -1.559 0.469 -3.669 0.01 -0.01 -0.02
C 0.899 0.536 -4.161 0.03 -0.02 0.04
H 0.518 -5.420 -0.986 -0.01 0.00 0.01
H 0.563 -4.507 -2.510 0.01 -0.01 0.00
H -0.727 -4.201 -1.343 -0.03 0.01 0.00
H 2.887 -4.630 -0.398 0.00 0.00 0.00
H 3.263 -2.902 -0.457 -0.01 0.00 0.00
H 2.938 -3.785 -1.958 0.00 0.00 0.00
H 0.739 -4.159 1.183 0.04 0.00 0.01
H -0.239 -2.752 0.721 0.00 -0.02 0.00
H 1.458 -2.545 1.209 -0.01 0.04 -0.02
H 0.473 4.354 1.332 -0.01 0.00 -0.02
H 1.402 3.903 2.772 0.00 0.00 0.01
H -0.230 3.264 2.533 0.00 -0.01 -0.01
H 2.450 3.686 0.009 -0.01 -0.01 -0.01
H 3.000 2.004 -0.012 0.01 -0.01 0.02
H 3.356 3.031 1.391 -0.01 0.03 0.01
H 0.615 0.767 2.569 -0.02 0.00 0.03
H 2.103 1.557 3.107 0.01 -0.01 -0.01
H 2.154 0.421 1.754 -0.03 0.01 -0.03
H -1.206 2.871 -2.981 -0.01 -0.02 0.06
H 0.412 2.982 -3.683 -0.05 -0.01 -0.04
H 0.222 2.672 -1.953 0.01 0.01 -0.01
H -2.316 0.677 -2.912 -0.01 0.01 -0.01
H -1.543 -0.605 -3.857 0.00 0.00 0.01
H -1.837 0.996 -4.586 0.00 0.00 0.00
H 1.867 0.922 -3.827 0.00 -0.01 0.00
H 0.697 0.942 -5.154 -0.01 0.02 0.01
H 0.953 -0.552 -4.229 0.00 0.00 -0.01
F -5.006 1.636 3.407 0.05 -0.06 -0.08
C -4.286 0.954 2.513 -0.10 -0.09 -0.07
F -3.873 -0.178 3.086 -0.05 0.12 -0.01
F -5.070 0.647 1.482 0.06 -0.02 0.12
S -2.804 1.970 1.974 -0.25 0.37 0.48
O -1.676 1.104 2.196 0.16 -0.14 0.52
O -2.919 3.203 2.694 -0.01 -0.12 0.02
N -2.881 2.093 0.416 0.02 0.26 -0.84
S -3.830 3.091 -0.390 0.06 -0.07 0.12
O -3.779 2.724 -1.770 0.01 -0.01 -0.02
O -5.081 3.314 0.268 -0.06 0.05 -0.03
C -2.941 4.743 -0.325 -0.03 -0.02 0.02
F -3.570 5.582 0.495 0.05 -0.03 -0.02
F -2.930 5.286 -1.549 -0.02 0.01 0.07
F -1.685 4.603 0.082 0.00 0.01 -0.06
C -5.812 -2.172 -0.785 0.00 -0.01 0.00
Si -4.248 -2.878 -0.033 -0.02 0.06 -0.04
C -4.562 -3.337 1.758 0.01 0.03 0.01
C -3.751 -4.425 -0.973 0.00 0.02 -0.01
C -2.941 -1.618 -0.126 0.08 -0.10 0.15
C -2.118 -0.719 -0.084 -0.12 0.00 -0.33
H -6.665 -2.844 -0.661 0.01 -0.01 0.00
H -5.673 -1.985 -1.852 0.00 0.01 0.00
H -6.052 -1.218 -0.312 -0.01 -0.01 -0.01
H -5.237 -4.193 1.841 -0.01 0.00 -0.01
H -5.004 -2.496 2.295 0.01 -0.01 0.01
H -3.622 -3.587 2.255 0.00 -0.02 0.00
H -4.577 -5.140 -1.016 0.00 0.00 0.00
H -2.903 -4.917 -0.492 0.02 0.00 0.00
H -3.459 -4.175 -1.995 0.00 -0.01 0.00

No. 6
10
Properties=species:S:1:pos:R:3:forces:R:3 method="wB97M-V/def2-TZVPD" e_homo_ha=-0.5660 total_charge=+1 smiles=[NH3+]N1CN1
C -1.068 0.633 0.071 0.08 2.17 0.06
N -0.945 -0.721 -0.342 -2.93 -2.06 -0.14
N 0.010 -0.242 0.561 -0.26 0.25 2.27
N 1.351 -0.222 -0.028 1.18 0.26 0.97
H -0.960 1.485 -0.595 1.15 -0.76 -1.20
H -1.764 1.181 0.746 0.30 -1.95 0.74
H -1.685 -1.427 0.117 2.40 1.94 -0.93
H 1.926 -1.054 0.365 -1.14 1.84 -0.41
H 1.829 0.715 0.117 -0.54 -1.38 0.31
H 1.307 -0.349 -1.013 -0.24 -0.30 -1.66

Here are the calculated relative energy (zero: lowest compared OMol25 entry of this formula, charge and spin) numbers, same order: 2.624; 6.092; 0.000; 6.400; 1.674; 5.077 (eV).